Computed, not measured: a cluster of 5 separate species, C37H58ClF9N3O19PS3 in total at a distorted geometry, with ωB97M-V/def2-TZVPD.

The structure (SMILES) is N=P(O)(O)[C@@H](NO)[C@](CCCCS(=O)(=O)Cl)(CCC(F)(F)C(F)(F)C(F)(F)C(F)(F)F)OCCCCSC(=S)N1CCOCC1.C[C@@H]1COC(=O)O1.C[C@@H]1COC(=O)O1.C[C@@H]1COC(=O)O1.C[C@@H]1COC(=O)O1. Its maximum force is 4.4 eV Å⁻¹. The frontier orbital gap is 7.81 eV. The total energy is -161449.60918 eV. As for the total charge: 0.

```
131
C37H58ClF9N3O19PS3 | the OMol25 dataset | ωB97M-V/def2-TZVPD
N 2.866 -2.782 3.497
P 1.465 -2.505 2.754
O 0.259 -2.552 3.981
O 1.284 -3.759 1.618
C 1.558 -0.768 1.999
N 2.947 -0.292 1.973
O 3.313 0.208 3.215
C 0.793 -0.642 0.575
C 1.658 -1.395 -0.526
C 1.667 -0.793 -2.001
C 3.066 -1.176 -2.735
C 3.485 0.028 -3.731
S 5.306 0.173 -3.989
O 5.631 -0.259 -5.383
O 6.137 -0.441 -2.915
Cl 5.733 2.236 -3.925
C 0.302 0.826 0.239
C 1.285 2.019 0.652
C 2.393 2.375 -0.424
F 1.677 2.738 -1.615
F 3.348 1.373 -0.646
C 3.245 3.713 -0.076
F 2.550 4.891 -0.398
F 4.328 3.673 -1.008
C 3.923 3.717 1.357
F 4.998 4.645 1.284
F 4.527 2.496 1.704
C 3.023 4.172 2.592
F 3.020 3.130 3.543
F 3.671 5.242 3.248
F 1.741 4.604 2.296
O -0.406 -1.460 0.803
C -1.357 -1.366 -0.263
C -2.256 -2.711 -0.348
C -3.394 -2.609 0.804
C -4.863 -2.369 0.181
S -5.915 -1.278 1.285
C -7.406 -0.738 0.306
S -7.967 -1.836 -0.838
N -8.005 0.577 0.521
C -9.478 0.518 0.701
C -9.998 2.047 0.606
O -9.943 2.574 -0.739
C -8.793 2.068 -1.460
C -7.599 1.561 -0.528
H 2.710 -2.917 4.502
H -0.160 -3.444 3.935
H 2.025 -3.731 0.981
H 0.953 -0.087 2.704
H 3.601 -1.026 1.673
H 4.291 0.186 3.213
H 2.759 -1.569 -0.242
H 1.229 -2.459 -0.616
H 1.582 0.329 -2.086
H 0.862 -1.353 -2.597
H 3.926 -1.282 -2.002
H 2.990 -2.177 -3.289
H 3.128 1.049 -3.349
H 2.921 -0.124 -4.719
H -0.654 1.015 0.850
H -0.006 0.999 -0.845
H 1.714 1.920 1.713
H 0.616 2.953 0.717
H -2.107 -0.539 0.024
H -0.958 -1.086 -1.284
H -2.719 -2.843 -1.377
H -1.553 -3.560 -0.052
H -3.360 -3.624 1.338
H -3.140 -1.816 1.581
H -4.797 -1.886 -0.853
H -5.405 -3.373 0.152
H -10.024 -0.033 -0.145
H -9.791 0.122 1.717
H -11.085 2.127 0.963
H -9.374 2.747 1.261
H -8.377 2.939 -2.069
H -9.094 1.244 -2.182
H -7.066 2.422 0.015
H -6.830 1.063 -1.196
C 8.030 -1.718 -6.414
C 8.906 -2.894 -6.042
C 9.929 -3.250 -7.080
O 10.151 -4.633 -6.818
C 8.998 -5.114 -6.275
O 8.763 -6.272 -6.100
O 8.145 -4.099 -5.959
H 7.183 -1.643 -5.733
H 8.594 -0.784 -6.378
H 7.614 -1.835 -7.419
H 9.366 -2.722 -5.063
H 10.854 -2.681 -6.972
H 9.563 -3.147 -8.106
C 5.909 -4.856 8.478
C 5.689 -5.416 7.090
C 5.798 -4.397 5.993
O 4.990 -4.970 4.971
C 4.056 -5.735 5.600
O 3.102 -6.217 5.067
O 4.350 -5.876 6.926
H 5.610 -5.584 9.235
H 6.958 -4.596 8.633
H 5.301 -3.963 8.645
H 6.358 -6.266 6.919
H 6.823 -4.260 5.646
H 5.378 -3.422 6.259
C -0.578 5.060 4.032
C -0.869 6.039 5.148
C -0.427 5.572 6.504
O -1.307 6.287 7.367
C -2.448 6.512 6.656
O -3.466 6.924 7.123
O -2.274 6.201 5.340
H -1.105 5.353 3.121
H 0.487 5.015 3.824
H -0.926 4.055 4.287
H -0.451 7.022 4.903
H 0.613 5.823 6.718
H -0.578 4.501 6.667
C -8.830 0.957 -7.997
C -9.158 1.106 -6.528
C -9.439 2.518 -6.102
O -9.102 2.483 -4.718
C -8.159 1.514 -4.573
O -7.519 1.335 -3.579
O -8.036 0.774 -5.711
H -8.432 -0.040 -8.200
H -9.717 1.115 -8.613
H -8.061 1.670 -8.305
H -9.979 0.433 -6.257
H -10.483 2.801 -6.241
H -8.799 3.257 -6.594
```

Löwdin population analysis, charges in e, atoms 1 to 6: number 1, N, carries -0.184; number 2, P, carries 0.727; number 3, O, carries -0.195; number 4, O, carries -0.201; number 5, C, carries -0.263; number 6, N, carries -0.127